Entry 1:
{"formula": "C21H23N3OS", "method": "ωB97M-V/def2-TZVPD", "elements": ["O", "C", "C", "N", "C", "C", "C", "C", "N", "C", "C", "C", "C", "C", "C", "S", "C", "C", "N", "C", "C", "C", "C", "C", "C", "C", "H", "H", "H", "H", "H", "H", "H", "H", "H", "H", "H", "H", "H", "H", "H", "H", "H", "H", "H", "H", "H", "H", "H"], "coordinates": [[3.093, -0.973, -1.063], [2.138, -1.262, -0.372], [1.221, -0.208, 0.250], [-0.115, -0.731, 0.469], [-0.892, -0.847, -0.754], [-1.423, 0.490, -1.281], [-2.239, 1.198, -0.188], [-2.690, 2.523, -0.687], [-2.088, 3.629, -0.492], [-2.704, 4.680, -1.107], [-2.287, 6.006, -1.075], [-3.026, 6.952, -1.753], [-4.171, 6.599, -2.462], [-4.605, 5.288, -2.509], [-3.868, 4.333, -1.830], [-4.148, 2.624, -1.694], [-1.381, 1.337, 1.071], [-0.875, -0.044, 1.497], [1.784, -2.521, -0.060], [2.551, -3.684, -0.451], [3.217, -4.323, 0.740], [2.906, -5.616, 1.135], [3.517, -6.177, 2.244], [4.440, -5.446, 2.972], [4.752, -4.152, 2.586], [4.145, -3.594, 1.476], [1.262, 0.688, -0.384], [1.658, 0.055, 1.218], [-1.738, -1.509, -0.539], [-0.269, -1.323, -1.514], [-0.592, 1.133, -1.578], [-2.045, 0.314, -2.160], [-3.122, 0.586, 0.036], [-1.398, 6.267, -0.523], [-2.713, 7.986, -1.736], [-4.731, 7.360, -2.984], [-5.491, 5.010, -3.057], [-0.542, 2.001, 0.858], [-1.966, 1.783, 1.876], [-1.732, -0.681, 1.742], [-0.252, 0.041, 2.391], [0.984, -2.639, 0.544], [3.305, -3.325, -1.159], [1.897, -4.403, -0.955], [2.185, -6.190, 0.569], [3.271, -7.186, 2.540], [4.915, -5.883, 3.837], [5.474, -3.580, 3.150], [4.389, -2.589, 1.166]], "nbo_charge": [-0.63, 0.67, -0.32, -0.46, -0.22, -0.41, -0.29, 0.17, -0.47, 0.18, -0.22, -0.21, -0.21, -0.20, -0.25, 0.34, -0.41, -0.21, -0.62, -0.27, 0.06, -0.25, -0.21, -0.22, -0.19, -0.24, 0.20, 0.22, 0.19, 0.21, 0.21, 0.22, 0.21, 0.23, 0.22, 0.22, 0.22, 0.22, 0.22, 0.19, 0.20, 0.42, 0.24, 0.20, 0.21, 0.21, 0.21, 0.21, 0.22], "total_charge": 0, "e_homo_ha": -0.3230, "e_above_lowest_kcal_mol": 8.2, "energy_ha": -1451.7725, "homo_lumo_gap_ev": 9.4}

---

Entry 2:
{"formula": "C21H23N3OS", "method": "ωB97M-V/def2-TZVPD", "elements": ["C", "C", "C", "C", "C", "S", "C", "C", "C", "C", "O", "N", "C", "C", "N", "C", "C", "C", "C", "C", "C", "C", "C", "N", "C", "C", "H", "H", "H", "H", "H", "H", "H", "H", "H", "H", "H", "H", "H", "H", "H", "H", "H", "H", "H", "H", "H", "H", "H"], "coordinates": [[-5.462, -0.234, 0.489], [-4.184, -0.995, 0.311], [-4.009, -1.824, -0.792], [-2.828, -2.518, -0.982], [-1.798, -2.382, -0.063], [-0.280, -3.298, -0.280], [0.895, -1.982, -0.188], [0.550, -0.684, -0.623], [1.496, 0.301, -0.545], [1.117, 1.676, -1.007], [0.834, 1.926, -2.160], [1.112, 2.599, -0.016], [0.521, 3.902, -0.204], [-0.775, 4.051, 0.602], [-1.647, 2.897, 0.466], [-2.192, 2.755, -0.871], [-2.711, 2.939, 1.448], [2.795, -0.012, -0.065], [3.846, 0.919, 0.023], [5.077, 0.531, 0.476], [5.310, -0.799, 0.858], [4.313, -1.732, 0.777], [3.034, -1.364, 0.312], [2.077, -2.308, 0.251], [-1.963, -1.572, 1.051], [-3.147, -0.884, 1.229], [-5.514, 0.587, -0.227], [-5.535, 0.180, 1.492], [-6.320, -0.880, 0.314], [-4.807, -1.926, -1.513], [-2.697, -3.160, -1.839], [-0.433, -0.473, -1.014], [1.228, 2.285, 0.935], [1.227, 4.679, 0.110], [0.339, 4.008, -1.275], [-0.517, 4.136, 1.663], [-1.272, 4.990, 0.298], [-1.388, 2.631, -1.592], [-2.811, 1.859, -0.898], [-2.806, 3.619, -1.168], [-2.282, 2.943, 2.450], [-3.326, 2.049, 1.334], [-3.356, 3.826, 1.340], [3.668, 1.940, -0.285], [5.882, 1.248, 0.538], [6.290, -1.083, 1.212], [4.470, -2.761, 1.057], [-1.165, -1.481, 1.773], [-3.268, -0.261, 2.104]], "nbo_charge": [-0.63, -0.03, -0.20, -0.21, -0.19, 0.31, 0.09, -0.24, -0.07, 0.66, -0.61, -0.60, -0.24, -0.22, -0.44, -0.43, -0.41, -0.03, -0.20, -0.22, -0.20, -0.20, 0.15, -0.43, -0.23, -0.16, 0.22, 0.22, 0.22, 0.21, 0.23, 0.24, 0.40, 0.20, 0.24, 0.19, 0.17, 0.22, 0.20, 0.16, 0.20, 0.20, 0.16, 0.22, 0.22, 0.22, 0.23, 0.22, 0.20], "total_charge": 0, "e_homo_ha": -0.2995, "e_above_lowest_kcal_mol": 22.5, "energy_ha": -1451.7497, "homo_lumo_gap_ev": 8.3}

---

Entry 3:
{"formula": "C21H23N5O5S", "method": "ωB97M-V/def2-TZVPD", "elements": ["C", "O", "C", "C", "C", "C", "C", "C", "N", "C", "O", "C", "S", "C", "N", "N", "N", "N", "C", "C", "C", "C", "C", "C", "C", "O", "C", "O", "C", "C", "O", "C", "H", "H", "H", "H", "H", "H", "H", "H", "H", "H", "H", "H", "H", "H", "H", "H", "H", "H", "H", "H", "H", "H", "H"], "coordinates": [[0.177, 3.810, 0.709], [-0.231, 2.563, 0.186], [0.688, 1.766, -0.459], [0.167, 0.938, -1.444], [0.960, 0.025, -2.114], [2.316, -0.050, -1.838], [3.182, -1.067, -2.532], [4.113, -1.811, -1.565], [3.412, -2.232, -0.372], [3.701, -1.730, 0.836], [4.638, -0.994, 1.078], [2.755, -2.196, 1.939], [1.340, -1.057, 2.120], [0.348, -1.605, 0.823], [0.622, -2.504, -0.106], [-0.465, -2.584, -0.863], [-1.375, -1.806, -0.459], [-0.916, -1.161, 0.614], [-1.651, -0.187, 1.384], [-3.038, -0.019, 0.827], [-3.358, 1.119, 0.106], [-4.626, 1.304, -0.442], [-5.546, 0.305, -0.240], [-5.226, -0.845, 0.486], [-3.982, -1.030, 1.031], [-6.320, -1.664, 0.543], [-7.335, -1.006, -0.184], [-6.847, 0.231, -0.657], [2.850, 0.803, -0.881], [2.059, 1.685, -0.155], [2.544, 2.461, 0.860], [3.907, 2.347, 1.205], [0.727, 3.697, 1.644], [0.793, 4.358, -0.007], [-0.746, 4.363, 0.890], [-0.889, 1.004, -1.658], [0.514, -0.630, -2.847], [3.795, -0.581, -3.295], [2.533, -1.788, -3.033], [4.529, -2.691, -2.065], [4.939, -1.176, -1.239], [2.510, -2.688, -0.504], [2.358, -3.191, 1.754], [3.271, -2.153, 2.898], [-1.108, 0.761, 1.348], [-1.681, -0.538, 2.422], [-2.608, 1.882, -0.032], [-4.877, 2.189, -1.002], [-3.746, -1.922, 1.586], [-8.205, -0.833, 0.470], [-7.642, -1.632, -1.038], [3.904, 0.752, -0.669], [4.181, 1.318, 1.456], [4.035, 2.980, 2.081], [4.553, 2.710, 0.400]], "nbo_charge": [-0.24, -0.54, 0.29, -0.27, -0.23, -0.01, -0.43, -0.22, -0.63, 0.67, -0.65, -0.60, 0.32, 0.17, -0.38, -0.06, -0.05, -0.20, -0.25, -0.04, -0.20, -0.26, 0.23, 0.30, -0.26, -0.49, 0.24, -0.48, -0.30, 0.24, -0.51, -0.26, 0.19, 0.18, 0.19, 0.23, 0.22, 0.22, 0.21, 0.20, 0.23, 0.44, 0.25, 0.26, 0.25, 0.22, 0.23, 0.23, 0.22, 0.16, 0.16, 0.23, 0.21, 0.19, 0.17], "total_charge": 0, "e_homo_ha": -0.2976, "e_above_lowest_kcal_mol": 66.8, "energy_ha": -1862.1595, "homo_lumo_gap_ev": 8.6}

---

Entry 4:
{"formula": "C21H23N9O4STi", "method": "ωB97M-V/def2-TZVPD", "elements": ["Ti", "O", "C", "N", "C", "C", "C", "C", "C", "C", "N", "C", "O", "C", "C", "C", "C", "C", "N", "C", "C", "C", "C", "C", "N", "H", "H", "H", "H", "H", "H", "H", "H", "H", "H", "H", "H", "N", "N", "C", "N", "S", "H", "H", "H", "H", "H", "C", "O", "C", "O", "N", "N", "H", "H", "H", "H", "H", "H"], "coordinates": [[9.393, 10.750, 8.890], [5.704, 12.677, 8.815], [6.709, 12.096, 8.512], [7.572, 11.423, 9.404], [7.355, 11.226, 10.810], [6.117, 11.402, 11.409], [5.998, 11.326, 12.747], [7.136, 11.086, 13.526], [8.337, 10.739, 12.909], [8.469, 10.665, 11.543], [9.570, 10.239, 10.887], [10.170, 9.057, 11.393], [9.581, 8.244, 12.123], [11.606, 8.789, 11.090], [12.209, 7.799, 11.927], [13.593, 7.632, 11.827], [14.304, 8.199, 10.728], [13.610, 9.070, 9.893], [12.305, 9.368, 10.109], [7.277, 12.159, 7.125], [6.486, 12.563, 6.028], [6.992, 12.460, 4.729], [8.339, 12.036, 4.600], [9.094, 11.820, 5.727], [8.574, 11.811, 6.972], [5.254, 11.628, 10.744], [5.069, 11.462, 13.233], [7.037, 11.139, 14.595], [9.177, 10.386, 13.490], [11.580, 7.185, 12.582], [14.077, 6.991, 12.546], [15.321, 8.050, 10.503], [14.080, 9.525, 9.038], [5.469, 12.792, 6.200], [6.394, 12.718, 3.882], [8.761, 11.819, 3.647], [10.092, 11.438, 5.662], [11.539, 13.932, 12.139], [10.569, 14.592, 11.324], [10.316, 14.045, 10.093], [9.355, 14.638, 9.357], [11.061, 12.638, 9.537], [12.410, 14.479, 12.026], [11.616, 12.943, 11.862], [9.949, 15.280, 11.729], [8.870, 15.491, 9.602], [9.182, 14.244, 8.434], [10.326, 6.112, 6.852], [9.394, 6.957, 7.640], [9.688, 8.214, 7.734], [8.781, 9.002, 8.190], [10.937, 8.709, 7.532], [11.155, 10.075, 7.889], [9.837, 5.126, 6.938], [11.295, 6.022, 7.368], [10.385, 6.502, 5.840], [11.702, 8.146, 7.191], [11.700, 10.541, 7.155], [11.734, 9.997, 8.844]], "nbo_charge": [1.54, -0.58, 0.63, -0.75, 0.11, -0.23, -0.22, -0.20, -0.24, 0.19, -0.78, 0.61, -0.57, 0.13, -0.18, -0.15, -0.23, 0.02, -0.49, 0.14, -0.19, -0.13, -0.23, 0.04, -0.49, 0.25, 0.22, 0.22, 0.21, 0.27, 0.24, 0.23, 0.20, 0.25, 0.24, 0.23, 0.19, -0.64, -0.42, 0.34, -0.76, -0.24, 0.37, 0.39, 0.41, 0.41, 0.42, -0.28, -0.43, 0.91, -0.66, -0.48, -0.75, 0.24, 0.19, 0.21, 0.42, 0.41, 0.44], "total_charge": 1, "e_homo_ha": [-0.3420, -0.3419], "spin_multiplicity": 2, "e_above_lowest_kcal_mol": 13.7, "energy_ha": -2855.3331, "homo_lumo_gap_ev": [6.4, 6.5]}